Record 1
Computed, not measured: a single C15H13BrN2O2 molecule, with ωB97M-V/def2-TZVPD.

Structure (XYZ):
```
33
Properties=species:S:1:pos:R:3
C 2.58499 3.25292 -0.58169
C 2.44649 1.77074 -0.41997
C 1.55057 1.05057 -1.20156
C 1.42598 -0.31938 -1.06098
C 2.20494 -0.99686 -0.12896
C 3.12401 -0.28875 0.63653
C 3.23460 1.08159 0.49541
H 3.94569 1.62545 1.10024
H 3.74387 -0.82000 1.34306
C 2.08662 -2.47544 0.03743
O 2.99481 -3.25914 -0.10626
N 0.85294 -2.90254 0.45054
N -0.23094 -2.06387 0.64914
C -1.25947 -1.97117 -0.24343
O -1.36954 -2.70996 -1.19381
C -2.23791 -0.89192 0.08541
C -3.58355 -1.13242 -0.16743
C -4.50875 -0.13863 0.09291
C -4.11727 1.09768 0.58127
C -2.77226 1.33780 0.80431
C -1.83160 0.35109 0.56318
H -0.78297 0.56454 0.71139
H -2.45777 2.30424 1.16760
H -4.85333 1.86265 0.77412
Br -6.35384 -0.47233 -0.22856
H -3.88552 -2.08926 -0.56505
H -0.19145 -1.46034 1.45956
H 0.67280 -3.90046 0.45379
H 0.73708 -0.86417 -1.68978
H 0.94169 1.56736 -1.92945
H 1.67307 3.68852 -0.98308
H 2.81863 3.72778 0.36862
H 3.39737 3.47371 -1.27448
```

HOMO level = -0.3436 hartree
Energy above the lowest of the compared OMol25 structures with the same formula, charge and spin = 0.6 kcal per mole
Max |F| = 0.806 eV Å⁻¹
E = -3413.42321 a.u.



Record 2
Computed, not measured: a molecular structure, C15H13CaF6N4O7S3, with ωB97M-V/def2-TZVPD.

Structure (XYZ):
```
49
Properties=species:S:1:pos:R:3
Ca -0.32235 0.83117 -0.39378
F -4.40575 -1.59190 -2.25147
C -3.18070 -2.11222 -2.30217
F -3.26316 -3.43473 -2.20039
F -2.62794 -1.79931 -3.47174
S -2.20849 -1.42248 -0.92093
O -1.99036 -0.04014 -1.37778
O -3.07764 -1.64416 0.19290
N -0.93213 -2.36708 -1.06740
S 0.57559 -1.87000 -1.16758
O 0.73098 -0.46931 -1.61755
O 1.48567 -2.38109 -0.19451
C 1.06348 -2.74337 -2.69230
F 2.28969 -2.33559 -3.01586
F 0.23598 -2.44628 -3.69161
F 1.07086 -4.05446 -2.50477
S -0.25913 3.31150 -1.57618
C -1.66437 3.39974 -0.55011
C -2.64494 4.40759 -0.70746
C -3.77866 4.38592 0.06850
C -3.95330 3.37693 1.02007
C -2.94902 2.45322 1.15005
N -1.82189 2.45747 0.41295
H -2.47663 5.16915 -1.45774
H -4.53968 5.14789 -0.05908
H -4.84177 3.31738 1.63485
H -3.03016 1.65340 1.88288
N 3.42936 -1.93505 2.40376
C 4.35611 -1.38703 1.57547
O 5.52943 -1.73476 1.52872
C 3.84395 -0.28226 0.70589
C 4.50672 0.03846 -0.46412
C 4.00468 1.05966 -1.25650
C 2.83979 1.69714 -0.85822
N 2.18877 1.38998 0.27218
C 2.71396 0.43072 1.03576
H 3.71726 -2.73573 2.93544
H 2.43562 -1.76219 2.28749
H 5.39853 -0.51663 -0.73078
H 4.49970 1.35657 -2.17292
H 2.40227 2.49164 -1.44963
H 2.19501 0.22907 1.96455
C -1.61299 -1.13538 3.10811
C -0.36274 -1.03159 2.27104
O 0.72597 -1.32773 2.75976
O -0.52345 -0.58615 1.04407
H -1.34531 -1.44141 4.11255
H -2.30292 -1.84833 2.65456
H -2.12390 -0.16826 3.13104
```

HOMO level = -0.1821 hartree
Energy above the lowest of the compared OMol25 structures with the same formula, charge and spin = 33.2 kcal per mole
Max |F| = 4.668 eV Å⁻¹
E = -3796.76782 a.u.
Net charge = -1



Record 3
Computed, not measured: a molecular structure, C15H13Cl5NO2RuSi, with ωB97M-V/def2-TZVPD.

Structure (XYZ):
```
38
Properties=species:S:1:pos:R:3
Ru -0.84914 -0.06985 1.24259
Cl -1.65107 -0.06266 3.70225
C 0.09809 -0.38344 3.72046
C 0.71864 -0.14404 2.51074
C 2.07578 -0.44767 2.42416
Cl 2.90497 -0.25677 0.93942
C 2.75161 -0.91577 3.55555
Cl 4.42961 -1.23526 3.47500
C 2.06309 -1.14550 4.75855
Cl 2.89492 -1.74067 6.12217
C 0.68680 -0.89529 4.85529
Cl -0.20122 -1.18298 6.27979
C 1.16582 4.11403 -2.15086
Si 1.07633 2.33057 -2.66982
C 2.73900 1.54990 -2.96039
C -0.15556 2.00275 -4.02526
C 0.36645 1.42139 -1.15128
C -0.10539 0.83147 -0.15383
H 1.57849 4.70651 -2.97118
H 1.81405 4.25803 -1.28624
H 0.18263 4.52166 -1.91536
H 3.21303 2.01786 -3.82632
H 2.65999 0.48235 -3.16709
H 3.40692 1.68888 -2.10958
H 0.18084 2.49472 -4.94130
H -1.14249 2.39757 -3.78364
H -0.25267 0.93876 -4.24194
O -0.69859 -2.34498 1.08201
C -1.80140 -2.32519 0.48309
C -2.60769 -3.43354 -0.11219
C -3.80981 -2.68345 -0.70139
C -3.57534 -1.20426 -0.39723
O -4.25233 -0.26879 -0.69016
N -2.36132 -1.11908 0.33073
H -2.87117 -4.15009 0.66598
H -2.00995 -3.96534 -0.85230
H -4.76024 -2.98017 -0.26059
H -3.90169 -2.80168 -1.77982
```

HOMO level (spin up / spin down) = -0.4562 / -0.4565 hartree
Energy above the lowest of the compared OMol25 structures with the same formula, charge and spin = 4.7 kcal per mole
Max |F| = 0.627 eV Å⁻¹
2S+1 = 5
E = -3469.62009 a.u.
Net charge = +1



Record 4
Computed, not measured: a molecular structure, C15H13ClIN7O3PtS, with ωB97M-V/def2-TZVPD.

Structure (XYZ):
```
42
Properties=species:S:1:pos:R:3
Pt 0.35485 0.34192 -0.06076
Cl 2.99212 6.58495 0.39862
C 2.28512 5.06149 0.76450
C 1.98248 4.73833 2.05818
C 1.40444 3.49446 2.38754
I 0.96257 3.04116 4.35743
C 1.12844 2.57382 1.40553
O 0.57018 1.37154 1.65641
C 1.43966 2.91011 0.06986
N 1.16215 1.97094 -0.89962
C 1.43404 2.19505 -2.17243
C 2.00575 3.40134 -2.58023
C 2.29848 4.36408 -1.64813
C 2.02134 4.14194 -0.28428
H 2.19226 5.44957 2.84530
H 1.20793 1.40180 -2.87075
H 2.21815 3.54939 -3.62862
H 2.75080 5.29999 -1.94794
N -0.39971 -1.16755 1.17676
N 0.68001 -1.83871 1.78634
C 1.95373 -1.59813 1.38581
N 2.91584 -2.29281 1.94820
N 2.07962 -0.66024 0.43137
N 3.29930 -0.50477 -0.27334
O 3.19051 0.05545 -1.32624
O 4.31204 -0.92990 0.22875
H -0.91738 -0.65794 1.89710
H -1.01074 -1.83750 0.70617
H 0.47074 -2.46403 2.55013
H 2.71573 -3.03803 2.59722
H 3.87477 -2.09390 1.69464
S -0.35908 -0.71993 -2.03517
C -1.69828 0.38838 -1.74940
C -2.86079 0.64155 -2.45490
C -3.70692 1.61933 -1.95628
C -3.39160 2.32018 -0.78966
C -2.22115 2.02814 -0.12918
N -1.42140 1.07037 -0.62277
H -3.08623 0.09533 -3.35987
H -4.62523 1.84546 -2.48222
H -4.04796 3.08581 -0.40313
H -1.89587 2.52442 0.77584
```

HOMO level = -0.5034 hartree
Energy above the lowest of the compared OMol25 structures with the same formula, charge and spin = 0.0 kcal per mole
Max |F| = 0.107 eV Å⁻¹
E = -2463.19541 a.u.
Net charge = +2



Record 5
Computed, not measured: a molecular structure, C15H13ClN2O2Ru, with ωB97M-V/def2-TZVPD.

Structure (XYZ):
```
34
Properties=species:S:1:pos:R:3
Cl -0.31892 3.19970 -1.75083
C -2.35231 -0.06742 -2.20417
C -1.51770 -1.20325 -1.98764
C -0.20900 -0.91109 -2.51261
H -1.83345 -2.14279 -1.53550
C -0.25820 0.39009 -3.16681
C -1.60896 0.89562 -2.96132
H -1.99368 1.81186 -3.40448
H -3.38523 0.03590 -1.87719
H 0.65294 -1.58027 -2.55671
C 0.77996 0.95192 -4.06871
Ru -0.35704 0.91345 -1.08381
C 1.46596 1.14847 -0.69165
O 2.58826 1.32696 -0.44647
C -1.49455 1.58595 0.27695
O -2.17103 2.02939 1.10897
H 1.77923 0.68670 -3.71269
H 0.70211 2.04079 -4.08695
H 0.66321 0.56648 -5.08896
N 0.03175 -2.48554 1.91511
C -0.24425 -1.96098 0.70256
N -0.04079 -0.64983 0.70014
C 0.40360 -0.29651 1.97042
C 0.79138 0.91968 2.53410
C 1.21043 0.93368 3.87005
C 1.25596 -0.24149 4.63576
C 0.87671 -1.47165 4.07238
C 0.45434 -1.46074 2.75353
H -0.04720 -3.46448 2.16093
H -0.58626 -2.58571 -0.10977
H 0.76147 1.81772 1.92186
H 1.51258 1.87303 4.33673
H 1.58927 -0.19401 5.67065
H 0.89939 -2.41161 4.61613
```

HOMO level (spin up / spin down) = -0.5009 / -0.5812 hartree
Max |F| = 6.648 eV Å⁻¹
2S+1 = 5
E = -1393.74139 a.u.
Net charge = +2



Record 6
Computed, not measured: a molecular structure, C15H13CoN3O4S, with ωB97M-V/def2-TZVPD.

Structure (XYZ):
```
37
Properties=species:S:1:pos:R:3
Co -0.06290 -0.05540 -0.28650
N -0.39120 0.18100 2.48660
C -0.20680 1.55460 2.62470
C -0.11730 2.11140 3.90740
C 0.00130 3.47400 4.08380
C 0.01500 4.31520 2.98150
C 0.02380 3.78830 1.67670
C 0.11210 4.61360 0.53690
C 0.22270 4.00950 -0.72290
C 0.19860 2.64610 -0.82280
N 0.04180 1.81270 0.23920
C -0.05200 2.37410 1.48680
H -0.95940 -0.08250 1.68350
H -0.63710 -0.29350 3.34110
H -0.13200 1.44680 4.76380
H 0.07520 3.88680 5.08530
H 0.05180 5.39110 3.11860
H 0.12770 5.69110 0.64040
H 0.32680 4.61440 -1.61700
H 0.29320 2.16440 -1.78830
N 1.55020 -0.33210 0.09130
C 2.35420 -0.95050 0.90740
C 3.74700 -0.63630 0.95950
C 4.60540 -1.29260 1.80470
C 4.16100 -2.31230 2.63940
C 2.80920 -2.65190 2.60670
C 1.92780 -1.99060 1.79490
H 4.10520 0.15910 0.31960
H 5.65330 -1.00680 1.82220
H 4.84970 -2.83080 3.29370
H 2.45380 -3.46990 3.22630
H 0.88100 -2.25560 1.77020
O -0.55690 -1.74980 -0.98430
S -1.99680 -1.28060 -1.11320
O -2.87090 -2.06750 -0.25240
O -1.90190 0.13930 -0.58990
O -2.43200 -1.29100 -2.50320
```

HOMO level (spin up / spin down) = 0.0184 / 0.0495 hartree
Max |F| = 2.698 eV Å⁻¹
2S+1 = 2
E = -2825.57768 a.u.
Net charge = -2